# 1
C45H72N5O6PS3 | the ωB97M-V functional and the def2-TZVPD basis

CARTESIAN COORDINATES (ANGSTROEM)
C  1.684  -6.422  -0.307
C  2.491  -6.910  -1.501
O  2.711  -5.868  -2.425
C  4.006  -5.914  -3.008
C  4.157  -4.749  -3.949
O  4.610  -3.550  -3.325
C  3.583  -2.679  -3.041
C  3.196  -2.525  -1.707
C  3.956  -3.246  -0.630
C  4.993  -2.275  -0.019
C  5.592  -2.763  1.315
C  7.049  -3.270  1.087
C  5.669  -1.547  2.251
C  2.128  -1.665  -1.393
C  1.488  -0.983  -2.421
C  1.889  -1.134  -3.738
O  1.223  -0.411  -4.717
C  2.949  -1.978  -4.077
P  3.445  -2.109  -5.814
S  5.354  -2.355  -6.147
S  0.177  0.163  -2.085
C  -0.419  -0.447  -0.529
C  0.432  -1.205  0.273
C  -0.070  -1.693  1.471
C  -1.368  -1.426  1.875
C  -2.221  -0.648  1.104
C  -3.643  -0.318  1.504
C  -4.041  -0.616  2.971
C  -5.075  -1.747  2.969
C  -4.739  0.645  3.493
C  -1.728  -0.155  -0.123
C  -2.596  0.735  -0.980
C  -2.500  2.204  -0.498
C  -1.326  3.037  -1.048
C  -0.137  3.128  -0.091
S  1.364  3.795  -0.789
O  2.236  2.743  -1.225
O  1.927  4.711  0.148
O  0.918  4.628  -2.072
N  1.780  -1.509  -0.048
H  1.122  -7.265  0.092
H  2.325  -6.046  0.484
H  0.947  -5.686  -0.615
H  3.440  -7.300  -1.124
H  1.987  -7.755  -1.974
H  4.104  -6.856  -3.552
H  4.773  -5.876  -2.230
H  4.842  -5.044  -4.740
H  3.183  -4.621  -4.427
H  4.508  -4.074  -1.049
H  3.291  -3.610  0.152
H  4.480  -1.323  0.121
H  5.759  -2.079  -0.763
H  4.986  -3.552  1.751
H  7.117  -4.327  1.335
H  7.376  -3.125  0.063
H  7.735  -2.718  1.722
H  6.046  -0.695  1.689
H  4.684  -1.268  2.624
H  6.354  -1.728  3.075
H  1.816  0.298  -4.992
H  3.087  -0.877  -6.374
H  2.660  -3.101  -6.430
H  0.556  -2.303  2.110
H  -1.711  -1.843  2.807
H  -4.354  -0.791  0.829
H  -3.763  0.752  1.355
H  -3.198  -0.861  3.605
H  -5.969  -1.395  2.456
H  -4.727  -2.630  2.438
H  -5.392  -1.990  3.981
H  -5.685  0.728  2.956
H  -5.003  0.566  4.546
H  -4.180  1.548  3.268
H  -2.347  0.634  -2.033
H  -3.635  0.444  -0.875
H  -3.410  2.729  -0.773
H  -2.438  2.206  0.588
H  -1.053  2.702  -2.045
H  -1.694  4.052  -1.185
H  -0.394  3.819  0.707
H  0.143  2.190  0.380
H  0.841  3.991  -2.799
H  2.034  -2.335  0.472
C  -9.258  3.389  1.027
C  -8.746  3.108  2.435
C  -7.626  4.066  2.865
C  -6.474  3.948  1.974
N  -5.574  3.838  1.275
H  -8.472  3.251  0.283
H  -10.072  2.710  0.773
H  -9.632  4.411  0.942
H  -8.388  2.078  2.490
H  -9.570  3.198  3.145
H  -7.301  3.841  3.880
H  -7.971  5.098  2.847
C  -2.604  7.986  4.070
C  -2.579  6.529  3.619
C  -3.667  6.192  2.597
C  -5.012  6.409  3.128
N  -6.075  6.553  3.523
H  -3.537  8.234  4.577
H  -1.790  8.183  4.769
H  -2.488  8.662  3.220
H  -2.686  5.881  4.491
H  -1.611  6.303  3.174
H  -3.595  5.146  2.298
H  -3.554  6.804  1.701
C  1.648  7.768  4.973
C  1.318  6.819  6.119
C  1.622  5.353  5.787
C  0.836  4.904  4.638
N  0.217  4.554  3.743
H  1.046  7.550  4.089
H  1.445  8.799  5.261
H  2.700  7.696  4.694
H  0.262  6.920  6.380
H  1.893  7.102  7.002
H  1.384  4.712  6.637
H  2.680  5.224  5.555
C  3.627  -6.209  -7.987
C  2.300  -6.875  -8.324
C  1.282  -6.750  -7.183
C  1.785  -7.380  -5.960
N  2.178  -7.873  -5.006
H  4.099  -6.681  -7.125
H  4.323  -6.286  -8.822
H  3.487  -5.149  -7.762
H  2.470  -7.929  -8.549
H  1.878  -6.421  -9.222
H  0.340  -7.225  -7.454
H  1.078  -5.699  -6.968

Output
* HOMO-LUMO gap: 7.68 eV
* SMILES string: CCOCCOc1c(CCC(C)C)c2c(c(O)c1[PH2]=S)Sc1c(ccc(CC(C)C)c1CCCCS(=O)(=O)O)N2.CCCC#N.CCCC#N.CCCC#N.CCCC#N
* F_max: 0.0357 hartree/bohr
* highest occupied orbital energy: -0.273 Ha


# 2
C19H31NO2S | the ωB97M-V functional and the def2-TZVPD basis

CARTESIAN COORDINATES (ANGSTROEM)
C  4.090  -0.995  0.936
C  2.864  -1.622  0.275
C  3.276  -2.874  -0.497
C  1.803  -1.953  1.334
C  0.403  -2.234  0.764
C  -0.661  -1.128  0.971
C  -0.165  0.200  0.375
C  -0.128  0.270  -1.154
N  0.526  1.481  -1.597
C  -0.179  2.555  -2.031
O  -1.388  2.541  -2.171
C  0.621  3.747  -2.354
C  1.963  4.006  -2.271
C  2.293  5.306  -2.694
C  1.199  6.014  -3.091
S  -0.251  5.114  -2.956
C  -0.924  -0.943  2.477
C  -2.222  -0.177  2.740
O  -3.339  -0.816  2.181
C  -3.287  -0.980  0.765
C  -3.556  0.343  0.036
C  -4.443  -1.939  0.448
C  -1.966  -1.656  0.337
H  4.512  -1.676  1.672
H  3.827  -0.068  1.443
H  4.855  -0.774  0.196
H  2.449  -0.900  -0.436
H  3.743  -3.592  0.173
H  2.417  -3.350  -0.961
H  3.990  -2.622  -1.279
H  2.148  -2.829  1.887
H  1.752  -1.134  2.052
H  0.480  -2.435  -0.305
H  0.018  -3.146  1.225
H  -0.780  1.026  0.730
H  0.845  0.382  0.750
H  -1.138  0.309  -1.565
H  0.403  -0.588  -1.575
H  1.510  1.576  -1.408
H  2.701  3.304  -1.923
H  3.295  5.696  -2.703
H  1.166  7.021  -3.456
H  -1.013  -1.927  2.942
H  -0.102  -0.411  2.955
H  -2.142  0.858  2.381
H  -2.422  -0.145  3.815
H  -4.477  0.776  0.418
H  -3.676  0.161  -1.029
H  -2.763  1.070  0.165
H  -4.343  -2.848  1.035
H  -4.447  -2.191  -0.609
H  -5.387  -1.470  0.707
H  -2.052  -2.705  0.631
H  -1.896  -1.629  -0.750

Output
* HOMO-LUMO gap: 9.69 eV
* SMILES string: CC(C)CC[C@]1(CCNC(=O)c2cccs2)CCOC(C)(C)C1
* relative energy (zero: lowest compared OMol25 entry of this formula, charge and spin): 0.00 kJ/mol
* F_max: 0.0138 hartree/bohr
* highest occupied orbital energy: -0.336 Ha


# 3
C23H51CrN5O32S | the ωB97M-V functional and the def2-TZVPD basis

CARTESIAN COORDINATES (ANGSTROEM)
Cr  5.365  -5.138  -20.224
S  3.566  -3.166  -19.504
O  3.751  -1.736  -19.686
O  2.353  -3.490  -18.769
O  3.697  -3.956  -20.773
O  4.791  -3.796  -18.838
C  -0.590  -4.305  -18.336
O  -1.938  -4.621  -18.661
C  -2.197  -5.923  -18.703
O  -1.449  -6.798  -18.355
O  -3.420  -6.091  -19.197
C  -3.946  -7.419  -19.141
H  -0.367  -4.507  -17.288
H  -0.461  -3.242  -18.513
H  0.115  -4.840  -18.965
H  -4.544  -7.516  -18.232
H  -3.182  -8.189  -19.112
H  -4.578  -7.517  -20.018
C  1.856  -7.103  -18.510
O  1.562  -6.980  -19.893
C  2.571  -6.839  -20.727
O  3.729  -6.704  -20.370
O  2.114  -6.844  -21.955
C  3.019  -6.508  -22.991
H  2.895  -7.373  -18.337
H  1.189  -7.842  -18.072
H  1.642  -6.163  -18.000
H  2.452  -6.406  -23.907
H  3.811  -7.255  -23.112
H  3.547  -5.577  -22.769
C  8.238  -7.114  -15.840
O  7.232  -6.378  -16.551
C  6.548  -6.976  -17.512
O  6.078  -6.358  -18.432
O  6.381  -8.270  -17.290
C  5.650  -9.000  -18.294
H  7.757  -7.728  -15.076
H  8.872  -6.397  -15.333
H  8.796  -7.749  -16.522
H  5.869  -10.047  -18.098
H  5.950  -8.707  -19.294
H  4.580  -8.871  -18.135
C  5.614  -2.079  -22.462
O  6.187  -2.887  -23.499
C  6.233  -4.176  -23.338
O  5.889  -4.808  -22.355
O  6.769  -4.733  -24.413
C  6.742  -6.150  -24.466
H  5.688  -1.047  -22.796
H  6.203  -2.124  -21.541
H  4.597  -2.362  -22.220
H  7.462  -6.597  -23.775
H  7.017  -6.450  -25.472
H  5.760  -6.561  -24.231
C  0.787  -3.657  -21.805
O  0.276  -3.110  -23.004
C  0.120  -3.945  -24.026
O  0.246  -5.138  -23.988
O  -0.191  -3.229  -25.106
C  -0.449  -3.994  -26.281
H  0.036  -4.151  -21.188
H  1.144  -2.842  -21.175
H  1.649  -4.296  -21.958
H  -1.270  -4.685  -26.103
H  0.452  -4.532  -26.575
H  -0.712  -3.298  -27.071
C  7.896  -3.232  -17.528
O  8.879  -3.591  -18.502
C  8.535  -4.207  -19.589
O  7.395  -4.393  -19.978
O  9.618  -4.605  -20.225
C  9.503  -5.028  -21.583
H  7.375  -2.313  -17.796
H  8.430  -3.082  -16.595
H  7.141  -3.999  -17.380
H  9.986  -4.292  -22.226
H  8.451  -5.114  -21.842
H  10.085  -5.941  -21.672
C  4.992  -0.656  -16.563
N  5.423  -1.173  -15.243
O  4.551  -1.361  -14.422
O  6.605  -1.392  -15.056
H  4.247  0.114  -16.387
H  4.586  -1.497  -17.115
H  5.848  -0.213  -17.060
C  4.092  -4.662  -15.997
N  3.541  -4.345  -14.621
O  4.105  -4.846  -13.669
O  2.548  -3.656  -14.556
H  3.530  -4.041  -16.681
H  3.846  -5.710  -16.138
H  5.138  -4.398  -15.893
C  4.534  1.379  -19.529
N  5.755  0.817  -20.160
O  6.517  0.192  -19.446
O  5.924  1.003  -21.346
H  3.795  0.583  -19.523
H  4.248  2.275  -20.066
H  4.747  1.603  -18.489
C  2.099  -0.024  -21.789
N  1.876  1.450  -21.650
O  0.933  1.820  -20.983
O  2.736  2.167  -22.123
H  2.292  -0.392  -20.786
H  2.987  -0.121  -22.399
H  1.169  -0.441  -22.164
C  1.236  -0.931  -17.636
N  1.133  0.534  -17.464
O  2.155  1.169  -17.276
O  0.019  1.011  -17.494
H  1.307  -1.130  -18.702
H  0.371  -1.444  -17.235
H  2.138  -1.294  -17.159

Output
* HOMO-LUMO gap (spin up / spin down): 8.23 / 9.51 eV
* spin multiplicity: 5
* F_max: 0.0363 hartree/bohr
* highest occupied orbital energy (spin up / spin down): -0.318 / -0.366 Ha


# 4
C23H14BrCl2N2NiO | the ωB97M-V functional and the def2-TZVPD basis

CARTESIAN COORDINATES (ANGSTROEM)
Ni  -0.042  -0.537  -0.256
Cl  -2.499  -4.962  -0.443
C  -1.998  -4.072  0.956
C  -2.321  -4.578  2.203
C  -1.942  -3.910  3.346
Cl  -2.355  -4.583  4.899
C  -1.236  -2.700  3.279
C  -0.817  -1.957  4.402
C  -0.138  -0.781  4.217
C  0.117  -0.341  2.914
N  -0.258  -1.013  1.846
C  -0.919  -2.177  1.995
C  -1.285  -2.866  0.764
O  -0.978  -2.406  -0.372
H  -2.874  -5.503  2.272
H  -1.042  -2.331  5.391
H  0.196  -0.195  5.060
H  0.644  0.588  2.740
Br  -3.714  4.697  -2.213
C  -2.648  3.209  -1.626
C  -1.273  3.312  -1.655
C  -0.511  2.227  -1.246
C  -1.092  1.030  -0.809
C  -2.493  0.986  -0.782
C  -3.274  2.060  -1.187
H  -0.794  4.220  -1.996
H  0.565  2.338  -1.280
H  -3.002  0.091  -0.442
H  -4.355  2.002  -1.165
C  1.924  -0.869  -0.646
C  2.377  0.244  -1.401
C  2.398  0.235  -2.822
C  2.838  1.313  -3.540
C  3.299  2.471  -2.889
C  3.309  2.496  -1.483
C  2.857  1.422  -0.766
C  3.720  3.585  -3.624
N  4.050  4.511  -4.226
H  2.293  -0.929  0.382
H  1.879  -1.823  -1.176
H  2.047  -0.647  -3.339
H  2.834  1.289  -4.622
H  3.670  3.380  -0.973
H  2.845  1.473  0.314

Output
* net charge: -1
* HOMO-LUMO gap (spin up / spin down): 6.53 / 6.90 eV
* spin multiplicity: 3
* F_max: 0.0274 hartree/bohr
* highest occupied orbital energy (spin up / spin down): -0.161 / -0.179 Ha


# 5
Ca4N6O18 | the ωB97M-V functional and the def2-TZVPD basis

CARTESIAN COORDINATES (ANGSTROEM)
Ca  -11.053  9.585  -13.813
Ca  -7.790  13.121  -14.695
Ca  -9.424  12.669  -19.760
Ca  -13.214  9.736  -17.942
N  -10.292  11.373  -16.419
O  -9.339  11.583  -15.651
O  -11.187  10.525  -16.058
O  -10.232  11.885  -17.500
N  -10.417  9.184  -19.679
O  -11.079  9.030  -18.707
O  -10.295  8.369  -20.568
O  -9.788  10.167  -19.732
N  -6.565  12.654  -17.661
O  -7.389  12.401  -18.504
O  -5.616  13.386  -17.934
O  -6.647  12.193  -16.563
N  -13.714  13.278  -17.003
O  -13.451  12.078  -17.045
O  -13.710  13.831  -15.909
O  -14.132  13.925  -17.962
N  -10.755  12.900  -12.962
O  -11.343  11.824  -13.254
O  -9.544  12.935  -13.158
O  -11.292  13.887  -12.562
N  -9.779  14.689  -17.093
O  -8.801  14.632  -16.289
O  -9.539  14.514  -18.278
O  -10.908  15.071  -16.746

Output
* net charge: +2
* HOMO-LUMO gap: 4.53 eV
* F_max: 0.1692 hartree/bohr
* highest occupied orbital energy: -0.496 Ha


# 6
C6H9N | the ωB97M-V functional and the def2-TZVPD basis

CARTESIAN COORDINATES (ANGSTROEM)
C  -0.438  1.792  0.532
C  0.011  0.587  -0.261
C  -0.201  -0.881  0.149
C  -1.293  -1.888  -0.080
C  1.111  -1.010  0.408
C  1.456  0.333  -0.163
N  0.803  0.516  -1.497
H  -1.456  1.661  0.897
H  -0.350  2.711  -0.056
H  0.217  1.913  1.412
H  -1.034  -2.838  0.406
H  -1.391  -2.087  -1.159
H  -2.266  -1.550  0.292
H  1.729  -1.832  0.743
H  2.103  1.116  0.225
H  0.999  1.455  -1.847

Output
* HOMO-LUMO gap: 9.43 eV
* relative energy (zero: lowest compared OMol25 entry of this formula, charge and spin): 353.03 kJ/mol
* F_max: 0.0093 hartree/bohr
* highest occupied orbital energy: -0.306 Ha


# 7
H16O8 | the ωB97M-V functional and the def2-TZVPD basis

CARTESIAN COORDINATES (ANGSTROEM)
O  -0.467  -0.998  0.434
H  -0.200  -0.083  0.143
H  -0.029  -1.515  1.253
H  -0.458  -1.577  -0.455
O  0.403  1.573  0.067
H  0.668  2.566  0.003
O  -1.570  0.259  -2.401
H  -0.846  0.056  -2.859
H  -1.415  1.153  -2.198
O  -1.729  1.828  1.514
H  -1.735  0.991  2.032
H  -1.027  1.705  0.861
O  0.837  -2.628  2.192
H  0.180  -2.815  3.026
H  0.562  -3.647  2.113
O  0.887  -2.162  -1.669
H  0.780  -2.405  -2.674
H  1.762  -2.004  -1.348
O  2.084  0.075  1.411
H  1.850  0.527  2.237
H  1.532  0.746  0.988
O  -1.166  2.796  -1.516
H  -0.516  2.330  -0.967
H  -0.379  3.234  -2.177

Output
* HOMO-LUMO gap: 8.53 eV
* relative energy (zero: lowest compared OMol25 entry of this formula, charge and spin): 590.83 kJ/mol
* F_max: 0.1358 hartree/bohr
* highest occupied orbital energy: -0.339 Ha


# 8
C10H13N2NdO6 | the ωB97M-V functional and the def2-TZVPD basis

CARTESIAN COORDINATES (ANGSTROEM)
O  0.488  0.648  -5.812
C  0.490  0.135  -4.805
Nd  -0.293  -0.342  -2.210
O  -2.691  1.213  -4.705
C  -2.067  0.645  -3.891
C  -2.237  -1.510  -0.956
O  -2.857  -1.843  -0.039
C  0.376  -2.433  -1.357
O  0.666  -3.221  -0.532
C  -1.470  -2.577  -3.140
O  -1.802  -3.709  -3.276
H  0.889  -2.136  -2.825
C  -1.694  2.003  1.097
N  -0.550  1.313  1.683
C  -0.648  1.076  3.110
C  0.419  0.787  0.916
O  0.136  0.611  -0.357
N  1.631  0.371  1.333
C  1.919  -0.070  2.682
C  2.651  0.107  0.322
H  -1.766  3.051  1.459
H  -2.610  1.488  1.422
H  -1.628  1.992  0.012
H  -0.707  -0.011  3.365
H  0.136  1.542  3.720
H  -1.605  1.465  3.463
H  1.269  -0.910  3.003
H  2.922  -0.493  2.685
H  1.891  0.731  3.427
H  2.349  -0.751  -0.300
H  2.806  0.981  -0.316
H  3.586  -0.151  0.820

Output
* net charge: +2
* HOMO-LUMO gap (spin up / spin down): 7.45 / 7.51 eV
* spin multiplicity: 4
* F_max: 0.1557 hartree/bohr
* highest occupied orbital energy (spin up / spin down): -0.579 / -0.579 Ha